Computed, not measured: a cluster of 10 separate species, C52H94FN5O14PS9 in total in a non-equilibrium geometry, with ωB97M-V/def2-TZVPD.

Structure (XYZ):
```
176
Properties=species:S:1:pos:R:3
C -2.47 -3.56 2.90
C -2.74 -1.91 2.77
O -3.50 -1.50 1.63
C -2.78 -0.92 0.51
C -4.07 -0.40 -0.44
C -5.46 0.00 0.34
C -6.67 0.44 -0.68
C -6.28 0.39 -2.26
N -5.04 -0.02 -2.96
C -3.91 -0.43 -2.06
P -2.18 -2.42 -0.44
O -3.51 -3.52 -0.70
O -0.87 -3.33 0.14
C -1.69 0.31 0.86
C -0.36 0.08 -0.11
C -0.54 0.36 -1.71
C -0.09 -0.91 -2.71
C 1.37 -1.56 -2.35
N 2.56 -0.66 -2.65
C 2.69 0.68 -3.33
C 4.31 0.92 -3.29
C 5.11 -0.33 -2.58
C 3.87 -1.32 -2.18
O -2.40 1.42 0.33
C -1.93 2.73 0.20
O -2.82 3.69 0.61
C -0.62 3.44 -0.48
C 0.76 3.94 0.23
C 1.94 4.68 -0.68
C 1.81 4.96 -2.30
C 0.41 4.49 -3.01
C -0.76 3.77 -2.11
N -1.37 0.37 2.39
C 0.04 0.88 2.65
C 0.56 1.38 4.07
N 0.84 2.74 4.33
C -2.25 1.21 3.22
C -3.87 1.23 3.10
F -1.97 2.70 3.26
C -1.33 -1.10 2.82
C -0.69 -1.50 4.27
C 0.92 -1.99 4.22
C 1.49 -2.43 5.69
C 0.42 -2.34 6.91
N -1.00 -1.88 6.97
C -1.56 -1.47 5.65
H -1.31 -3.81 2.83
H -2.99 -4.04 3.83
H -2.93 -4.01 1.89
H -3.47 -1.70 3.70
H -5.68 -0.02 1.48
H -7.75 0.77 -0.32
H -7.16 0.74 -2.99
H -2.92 -0.75 -2.64
H -3.13 -4.45 -0.52
H -1.16 -4.25 0.41
H 0.18 -0.95 0.12
H 0.53 0.85 0.11
H -1.55 0.86 -2.04
H 0.24 1.19 -2.10
H -0.95 -1.68 -2.90
H 0.06 -0.39 -3.78
H 1.48 -1.99 -1.27
H 1.49 -2.49 -3.08
H 1.80 1.32 -3.76
H 4.89 1.84 -3.72
H 6.25 -0.53 -2.40
H 3.85 -2.38 -1.67
H 0.90 3.79 1.38
H 2.96 5.03 -0.17
H 2.61 5.49 -2.97
H 0.17 4.67 -4.16
H -1.76 3.45 -2.68
H 0.11 1.85 1.96
H 0.84 0.05 2.32
H 0.83 0.69 5.00
H 0.62 3.32 3.49
H -2.10 0.90 4.37
H -4.43 0.22 3.33
H -4.24 1.97 3.96
H -4.26 1.76 2.11
H -0.61 -1.63 2.03
H 1.53 -2.00 3.23
H 2.58 -2.82 5.86
H 0.85 -2.70 7.96
H -2.69 -1.10 5.64
C 4.05 -6.73 -1.03
S 3.35 -5.14 -1.54
O 4.30 -4.06 -1.09
C 1.97 -5.16 -0.39
H 4.97 -6.91 -1.60
H 4.29 -6.70 0.04
H 3.34 -7.53 -1.23
H 2.33 -5.23 0.64
H 1.32 -6.01 -0.61
H 1.40 -4.24 -0.50
C 7.49 -7.80 3.53
S 6.73 -6.90 2.15
O 5.24 -7.04 2.29
C 7.26 -8.06 0.86
H 7.26 -7.27 4.45
H 7.10 -8.81 3.58
H 8.58 -7.82 3.39
H 6.88 -9.06 1.08
H 8.35 -8.07 0.81
H 6.86 -7.72 -0.10
C -1.45 -7.88 2.68
S -0.96 -6.98 1.19
O -2.18 -6.33 0.62
C -0.61 -8.46 0.19
H -1.75 -7.15 3.43
H -2.30 -8.54 2.45
H -0.61 -8.46 3.05
H -1.51 -9.08 0.12
H 0.20 -9.02 0.64
H -0.32 -8.14 -0.81
C 1.39 7.97 2.63
S 1.56 6.37 3.46
O 1.12 5.31 2.49
C 0.20 6.63 4.63
H 2.12 8.02 1.82
H 0.38 8.07 2.21
H 1.58 8.78 3.34
H -0.73 6.81 4.09
H 0.43 7.48 5.28
H 0.09 5.73 5.24
C -1.00 1.89 -6.67
S -1.70 3.47 -7.19
O -0.76 4.55 -6.74
C -3.09 3.45 -6.03
H -0.09 1.71 -7.25
H -0.76 1.91 -5.61
H -1.72 1.09 -6.88
H -2.72 3.38 -5.01
H -3.74 2.60 -6.26
H -3.66 4.38 -6.15
C -8.81 -1.56 1.63
S -10.10 -0.59 0.81
O -9.73 0.85 0.92
C -11.39 -0.92 2.03
H -7.89 -1.47 1.05
H -8.65 -1.17 2.64
H -9.11 -2.61 1.67
H -11.07 -0.58 3.02
H -11.61 -1.99 2.06
H -12.30 -0.38 1.74
C -2.29 8.32 -2.03
S -2.65 7.72 -0.35
O -2.69 8.92 0.55
C -1.05 6.91 -0.10
H -3.15 8.90 -2.38
H -1.40 8.95 -2.02
H -2.14 7.47 -2.69
H -0.24 7.63 -0.21
H -0.94 6.10 -0.83
H -1.03 6.49 0.91
C 4.06 -0.23 -9.10
S 3.57 -0.85 -7.47
O 2.31 -0.15 -7.08
C 4.93 -0.07 -6.56
H 3.32 -0.56 -9.83
H 4.09 0.86 -9.09
H 5.04 -0.63 -9.37
H 4.91 1.01 -6.71
H 5.88 -0.48 -6.91
H 4.81 -0.30 -5.50
C 5.68 4.08 2.37
S 6.21 5.04 0.93
O 5.53 4.46 -0.28
C 7.92 4.45 0.92
H 4.62 4.27 2.54
H 5.83 3.02 2.18
H 6.25 4.40 3.25
H 7.93 3.36 0.83
H 8.41 4.75 1.85
H 8.44 4.89 0.07
```

Calculated total energy, Ha: -7388.0367
LUMO, eV: -3.239
Total charge: +1